Arrangement i

The following is a quantum chemistry calculation of a 14-piece molecular cluster, C5H40N2O13S overall, from the Open Molecules 2025 dataset.

Calculated values
E_LUMO, eV: 0.1
Gap between HOMO and LUMO, eV: 8.938

Last column: Mulliken charge in e.
Cartesian coordinates (Å):
C (0.705, 1.124, 0.043)  0.402
N (0.491, 0.393, 1.274)  0.263
C (0.437, -1.105, 1.037)  0.820
C (0.831, -1.728, 2.381)  -0.657
S (0.982, -3.550, 2.288)  -0.224
C (-0.821, -1.706, 0.455)  -1.494
C (0.356, 2.607, 0.088)  -1.318
N (-1.006, 2.887, 0.600)  -0.489
H (1.746, 1.108, -0.257)  0.396
H (0.126, 0.609, -0.761)  -0.159
H (-0.463, 0.587, 1.585)  0.216
H (1.242, -1.253, 0.289)  -0.162
H (0.096, -1.525, 3.181)  0.363
H (1.708, -1.230, 2.775)  0.085
H (2.330, -3.517, 2.235)  0.110
H (-1.697, -1.548, 1.080)  0.353
H (-0.814, -2.802, 0.398)  0.456
H (-0.813, -1.422, -0.595)  0.086
H (1.038, 3.305, 0.608)  0.332
H (0.403, 2.905, -0.996)  0.368
H (-0.871, 3.208, 1.569)  0.320
H (-1.674, 2.127, 0.642)  0.162
H (4.389, -2.147, 0.249)  0.236
H (3.521, -2.346, -0.953)  0.254
O (3.510, -1.929, -0.082)  -0.491
H (2.060, -0.831, -4.062)  0.325
H (3.017, -0.703, -2.989)  0.282
O (2.480, -1.402, -3.394)  -0.602
H (-1.742, 2.834, -1.462)  0.273
H (-3.040, 3.490, -0.930)  0.343
O (-2.700, 2.848, -1.571)  -0.756
H (-2.685, -0.686, -3.799)  0.334
H (-1.875, -1.849, -3.660)  0.378
O (-2.832, -1.631, -3.666)  -0.675
H (1.061, 2.107, 2.925)  0.245
H (0.620, 3.296, 3.907)  0.249
O (0.366, 2.750, 3.162)  -0.556
H (-1.849, 2.921, 3.679)  0.327
H (-2.672, 2.325, 2.496)  0.374
O (-2.743, 2.763, 3.357)  -0.680
H (-4.167, -2.444, -0.119)  0.259
H (-4.461, -1.416, -1.333)  0.258
O (-4.092, -1.552, -0.454)  -0.569
H (3.633, -0.023, 2.919)  0.280
H (2.914, 1.105, 2.036)  0.440
O (3.683, 0.865, 2.570)  -0.721
H (0.118, -1.993, -3.041)  0.405
H (0.523, -2.491, -4.486)  0.313
O (-0.121, -1.996, -3.977)  -0.751
H (1.375, -4.250, -1.684)  0.242
H (0.524, -3.582, -0.753)  0.196
O (1.101, -3.341, -1.494)  -0.461
H (-3.732, 1.136, 0.089)  0.235
H (-3.804, -0.150, 0.708)  0.323
O (-3.357, 0.714, 0.882)  -0.568
H (-2.480, -0.248, -1.786)  0.331
H (-1.981, 1.055, -2.156)  0.237
O (-1.643, 0.143, -2.074)  -0.492
H (4.290, 2.781, -0.346)  0.243
H (4.582, 2.123, 1.006)  0.268
O (3.878, 2.284, 0.365)  -0.553


Arrangement ii

The following is a quantum chemistry calculation of a 14-piece molecular cluster, C5H40N2O13S overall, from the Open Molecules 2025 dataset.

Calculated values
E_LUMO, eV: 0.0
Gap between HOMO and LUMO, eV: 8.286

Last column: Mulliken charge in e.
Cartesian coordinates (Å):
C (0.190, 0.702, -0.237)  3.901
N (-1.248, 0.456, -0.345)  0.317
C (-1.750, -0.589, 0.633)  1.031
C (-2.220, -1.901, -0.048)  -0.723
S (-2.441, -3.155, 1.250)  -0.187
C (-2.921, 0.030, 1.437)  -1.197
N (-2.601, 1.167, 2.244)  -0.485
C (0.939, 0.576, -1.570)  -2.014
H (0.403, 1.708, 0.168)  -1.835
H (0.668, 0.053, 0.497)  -1.594
H (-1.548, 0.220, -1.281)  0.382
H (-0.821, -0.815, 1.142)  -0.137
H (-3.219, -1.781, -0.492)  0.451
H (-1.505, -2.290, -0.761)  -0.085
H (-1.153, -3.427, 1.496)  0.124
H (-3.740, 0.377, 0.777)  0.295
H (-3.308, -0.862, 1.937)  0.396
H (-2.616, 2.074, 1.810)  0.281
H (-1.875, 1.145, 2.941)  0.213
H (1.734, -0.180, -1.601)  0.247
H (1.482, 1.482, -1.824)  0.551
H (0.241, 0.283, -2.360)  0.409
H (0.044, -1.222, 4.698)  0.305
H (0.978, -0.519, 3.825)  0.349
O (0.169, -0.320, 4.353)  -0.677
H (-0.522, -2.731, -2.937)  0.432
H (-1.460, -1.698, -3.559)  0.330
O (-0.978, -2.517, -3.770)  -0.682
H (2.421, -0.823, 1.651)  0.295
H (1.377, -1.927, 1.914)  0.334
O (1.557, -0.974, 2.093)  -0.604
H (0.245, 2.930, -2.151)  0.344
H (-0.061, 3.590, -3.643)  0.216
O (-0.170, 2.867, -3.028)  -0.671
H (2.256, -2.822, -3.802)  0.335
H (1.027, -3.588, -4.353)  0.326
O (1.757, -3.651, -3.725)  -0.698
H (0.261, 4.079, -0.228)  0.451
H (1.002, 5.043, -1.186)  0.248
O (0.970, 4.129, -0.878)  -0.654
H (0.689, -3.234, 0.036)  0.346
H (1.941, -3.702, 0.814)  0.295
O (1.024, -3.462, 0.941)  -0.758
H (0.676, 1.897, 3.418)  0.344
H (0.180, 0.718, 2.664)  0.041
O (0.509, 1.622, 2.516)  -0.499
H (3.626, 0.531, 0.748)  0.465
H (4.414, -0.338, 1.754)  0.307
O (3.871, -0.410, 0.980)  -0.740
H (2.056, 1.647, 1.590)  0.493
H (2.303, 2.408, 0.223)  0.332
O (2.738, 1.995, 0.993)  -0.808
H (0.988, -3.899, -2.155)  0.360
H (-0.164, -4.802, -1.785)  0.217
O (0.164, -3.922, -1.590)  -0.579
H (-0.975, 2.764, 0.503)  0.205
H (0.003, 3.036, 1.637)  0.469
O (-0.532, 3.498, 0.953)  -0.784
H (-1.910, 2.851, -2.405)  0.379
H (-2.502, 2.550, -1.083)  0.319
O (-2.667, 3.133, -1.840)  -0.722


Arrangement iii

The following is a quantum chemistry calculation of a 14-piece molecular cluster, C5H40N2O13S overall, from the Open Molecules 2025 dataset.

Calculated values
E_LUMO, eV: 0.1
Gap between HOMO and LUMO, eV: 8.946

Last column: Mulliken charge in e.
Cartesian coordinates (Å):
C (0.471, -0.933, -2.426)  0.080
C (-0.223, -2.198, -2.888)  -0.780
S (0.934, -3.465, -3.552)  -0.227
C (1.489, -1.213, -1.313)  -0.789
N (1.579, -0.030, -0.382)  1.488
C (2.579, -0.322, 0.687)  -0.709
C (2.290, 0.481, 1.963)  -0.692
N (1.039, -0.049, 2.592)  -0.418
H (0.924, -0.435, -3.275)  0.448
H (-0.331, -0.158, -2.080)  -0.219
H (-0.835, -2.639, -2.053)  0.128
H (-1.017, -2.050, -3.683)  0.416
H (1.531, -3.834, -2.436)  0.136
H (1.241, -2.016, -0.773)  0.201
H (2.480, -1.367, -1.749)  0.460
H (0.638, 0.149, -0.022)  -0.618
H (2.612, -1.393, 0.903)  0.456
H (3.561, -0.071, 0.299)  0.412
H (2.270, 1.553, 1.781)  0.071
H (3.109, 0.351, 2.596)  0.627
H (0.223, 0.461, 2.275)  -0.034
H (1.049, 0.034, 3.602)  0.253
H (-0.741, 4.071, 0.172)  0.348
H (-1.797, 3.311, -0.543)  0.413
O (-1.601, 3.830, 0.200)  -0.832
H (0.915, 2.842, -1.352)  0.530
H (1.225, 1.442, -1.901)  0.168
O (0.855, 2.283, -2.192)  -0.886
H (-1.393, 0.971, 0.955)  0.203
H (-1.510, 0.926, -0.615)  0.363
O (-1.461, 0.357, 0.216)  -1.155
H (-0.030, -2.922, 1.526)  0.457
H (1.049, -2.128, 2.173)  0.322
O (0.859, -3.004, 1.851)  -0.843
H (3.521, 2.674, -1.772)  0.328
H (3.029, 1.596, -0.773)  0.253
O (3.358, 2.474, -0.802)  -0.761
H (-4.229, 1.636, 3.211)  0.303
H (-3.591, 0.397, 2.550)  0.486
O (-3.435, 1.109, 3.213)  -0.734
H (-0.748, 2.182, -2.083)  0.492
H (-2.265, 2.096, -2.630)  0.243
O (-1.716, 2.068, -1.831)  -0.675
H (2.688, -4.762, 0.229)  0.284
H (1.767, -3.549, 0.545)  0.398
O (2.331, -3.971, -0.151)  -0.620
H (-2.740, -0.894, -1.318)  0.322
H (-3.826, -1.585, -0.498)  0.403
O (-3.200, -1.728, -1.177)  -0.725
H (0.932, 2.746, 0.871)  0.273
H (2.017, 3.363, -0.027)  0.469
O (1.086, 3.429, 0.224)  -0.839
H (-2.011, -2.499, 0.004)  0.430
H (-1.148, -1.396, 0.579)  0.581
O (-1.499, -2.281, 0.812)  -0.874
H (-1.941, 1.783, 2.697)  0.367
H (-1.400, 2.816, 1.572)  0.337
O (-1.188, 2.056, 2.153)  -0.684
H (-2.945, -0.235, 0.897)  0.613
H (-3.198, -1.593, 1.638)  0.418
O (-3.630, -0.768, 1.310)  -0.862


Relative energies in eV: arrangement i 2.418; arrangement ii 1.465; arrangement iii 0.000


Arrangement i

The following is a quantum chemistry calculation of a 2-piece molecular cluster, CH2O3S overall, from the Open Molecules 2025 dataset.

Calculated values
E_LUMO, eV: -1.3
Gap between HOMO and LUMO, eV: 8.754

Last column: Mulliken charge in e.
Cartesian coordinates (Å):
C (0.142, 1.138, 1.224)  0.052
O (-1.080, -1.726, -0.771)  -0.351
O (0.919, -1.438, -2.118)  -0.362
O (-0.072, 2.234, 0.857)  -0.356
S (-0.513, -1.527, -2.057)  0.714
H (0.313, 0.929, 2.360)  0.199
H (0.291, 0.390, 0.504)  0.105


Arrangement ii

The following is a quantum chemistry calculation of a single CH2O3S molecule, from the Open Molecules 2025 dataset.

Calculated values
E_LUMO (alpha / beta), eV: -1.9 / -1.8
SMILES: O=S(=O)=CO
Gap between HOMO and LUMO (alpha / beta), eV: 7.887 / 7.802

Last column: Mulliken charge in e.
Cartesian coordinates (Å):
O (1.731, -1.378, 0.071)  -0.476
S (1.006, -0.212, -0.275)  0.785
O (1.698, 1.044, -0.140)  -0.472
C (-0.568, -0.009, 0.608)  -0.070
O (-1.180, 0.952, 0.100)  -0.339
H (-0.973, -1.149, 0.376)  0.185
H (-1.713, 0.752, -0.741)  0.388


Arrangement iii

The following is a quantum chemistry calculation of a 2-piece molecular cluster, CH2O3S overall, from the Open Molecules 2025 dataset.

Calculated values
E_LUMO (alpha / beta), eV: -1.7 / -1.3
Gap between HOMO and LUMO (alpha / beta), eV: 7.815 / 8.135

Last column: Mulliken charge in e.
Cartesian coordinates (Å):
C (0.203, 0.133, 0.056)  0.283
O (-2.312, 1.195, -0.005)  -0.310
O (-0.182, -0.863, 0.922)  -0.269
O (1.428, 0.090, -0.497)  -0.431
S (-1.084, -0.916, -0.414)  0.046
H (0.063, 1.057, 0.517)  0.382
H (1.884, -0.696, -0.580)  0.298


Relative energies in eV: arrangement i 0.000; arrangement ii 2.763; arrangement iii 5.655